Here is a molecular structure, C34H33ClI3N6O11RbS from the Open Molecules 2025 dataset. Energies are from wB97M-V/def2-TZVPD.

Last column: Mulliken charge in e.
Atoms and positions in Å:
1 Rb -0.01849 0.37951 0.23522  1.140
2 O 2.00796 2.92264 -0.10927  -0.451
3 C 2.25530 2.27589 1.00312  0.122
4 O 2.81560 1.20576 1.09951  -0.518
5 C 1.58480 2.91876 2.21505  -0.529
6 O 0.44259 2.11472 2.37949  0.540
7 C -0.44179 2.49711 3.40907  -1.003
8 C -1.56642 1.44916 3.54289  0.453
9 O -2.54853 1.83999 4.21782  -0.895
10 O -1.39732 0.34795 2.99242  -0.548
11 H 1.99052 2.31272 -0.95768  0.499
12 H 2.23879 2.86237 3.09553  0.260
13 H 1.31972 3.96152 2.00884  0.389
14 H 0.09305 2.55634 4.36731  0.328
15 H -0.87969 3.47982 3.19863  0.368
16 I -3.34139 -7.64470 -1.99016  -0.048
17 C -2.92783 -5.60633 -1.76812  -0.319
18 C -3.96463 -4.69269 -1.70266  -0.416
19 C -3.68173 -3.34761 -1.54517  -0.245
20 I -5.28074 -2.00158 -1.57069  -0.049
21 C -2.35918 -2.82325 -1.41352  0.228
22 O -2.08542 -1.60227 -1.22255  -0.584
23 C -1.32472 -3.82075 -1.55386  0.952
24 C 0.09576 -3.32230 -1.55637  -1.487
25 N 0.56454 -2.73940 -0.30258  0.109
26 C 0.48210 -3.62667 0.83520  -0.416
27 C 1.26018 -3.08947 2.01289  0.227
28 C 1.76564 -3.95928 2.97695  -0.905
29 C 2.45204 -3.43915 4.05805  -0.297
30 C 2.61916 -2.06551 4.14413  -0.864
31 C 2.08338 -1.27599 3.13869  0.017
32 N 1.41915 -1.77056 2.09949  0.222
33 C -1.61045 -5.15789 -1.70923  -0.456
34 H -4.99305 -5.01882 -1.78126  0.310
35 H 0.77636 -4.13678 -1.82816  0.530
36 H 0.20147 -2.54481 -2.31655  0.152
37 H -0.01204 -1.93069 -0.11557  -0.355
38 H -0.55355 -3.81938 1.16216  0.274
39 H 0.89292 -4.60144 0.55235  0.412
40 H 1.61762 -5.02664 2.86670  0.393
41 H 2.85421 -4.09528 4.82088  0.384
42 H 3.14950 -1.61021 4.96949  0.397
43 H 2.18969 -0.19799 3.14806  0.190
44 H -0.79118 -5.86309 -1.80255  0.327
45 Cl -0.01230 2.29325 -7.55818  -0.325
46 C 0.50108 2.02654 -5.90368  0.623
47 C 1.29592 0.95583 -5.61466  -0.591
48 C 1.72826 0.71792 -4.30542  -0.346
49 I 2.91654 -0.94561 -3.91433  -0.008
50 C 1.38219 1.53610 -3.22334  0.387
51 O 1.75437 1.30809 -2.02920  -0.776
52 C 0.53154 2.67644 -3.55858  0.092
53 N 0.18854 3.48372 -2.53015  -0.107
54 C -0.57567 4.51604 -2.76612  -0.334
55 C -1.07730 4.83643 -4.04180  -0.815
56 C -0.74252 4.03656 -5.09581  -0.747
57 C 0.09099 2.91660 -4.88329  0.295
58 H 1.59504 0.28104 -6.40530  0.383
59 H -0.81923 5.14750 -1.91659  0.530
60 H -1.71967 5.69765 -4.16983  0.378
61 H -1.10939 4.24127 -6.09259  0.372
62 C -5.74205 -1.06201 5.48774  -1.519
63 C -5.21937 0.04643 4.59062  0.306
64 S -6.28677 1.46623 4.65147  1.316
65 O -7.56411 1.12047 4.06069  -0.710
66 O -6.27922 1.99503 5.99622  -0.753
67 C -5.45486 2.61962 3.59666  -0.190
68 C -5.69045 2.32639 2.11663  -1.227
69 N -4.51556 2.66219 1.31652  0.271
70 C -3.60605 1.76741 0.84912  0.410
71 N -2.55323 2.37443 0.30687  -0.084
72 C -2.77010 3.69688 0.42774  -0.603
73 C -3.97189 3.90825 1.05113  0.119
74 N -4.58820 5.14420 1.33162  1.059
75 O -3.97177 6.15894 1.04098  -0.678
76 O -5.70720 5.14745 1.83381  -0.679
77 C -3.70884 0.29372 0.94891  -0.534
78 H -5.08116 -1.92469 5.40997  0.430
79 H -6.74593 -1.36882 5.19360  0.362
80 H -5.76617 -0.73721 6.52725  0.354
81 H -5.16763 -0.26785 3.54740  0.044
82 H -4.22820 0.40593 4.87218  0.194
83 H -4.39182 2.52780 3.84850  0.069
84 H -5.80744 3.61109 3.87696  0.513
85 H -6.55916 2.86112 1.74402  0.163
86 H -5.86411 1.26663 1.95571  0.655
87 H -2.08077 4.44156 0.06981  0.491
88 H -4.72474 -0.06831 1.08806  0.448
89 H -3.09931 -0.02676 1.80232  -0.057
90 H -3.30786 -0.16534 0.04399  -0.019

Force components x, y, z for each atom (eV/Å):
-0.366 0.107 -0.158
-0.142 0.080 -0.010
0.068 0.148 0.006
0.122 -0.006 0.015
0.099 0.080 0.045
0.088 0.026 0.040
0.021 -0.020 -0.004
0.034 0.060 -0.050
-0.084 0.044 0.082
0.058 -0.006 -0.031
0.066 0.011 0.025
-0.019 -0.003 -0.019
-0.003 -0.011 0.023
-0.016 0.014 0.004
-0.018 -0.023 0.009
-0.006 -0.053 -0.005
0.022 0.078 0.010
-0.062 -0.026 -0.008
0.030 -0.074 -0.017
-0.035 0.029 -0.004
0.048 -0.005 -0.054
0.061 0.060 0.113
-0.020 0.077 -0.010
0.010 -0.020 0.008
0.041 0.060 -0.012
0.002 -0.044 0.012
0.012 0.015 0.025
-0.007 0.000 -0.006
-0.001 0.007 0.006
-0.001 0.020 -0.001
-0.018 0.052 0.023
-0.171 -0.117 -0.118
0.006 -0.054 -0.005
0.002 -0.009 0.001
-0.023 -0.010 0.015
-0.001 -0.007 -0.003
-0.048 -0.492 -0.143
0.022 -0.011 0.002
0.024 0.023 0.000
0.000 -0.005 0.007
0.007 -0.002 0.004
0.009 0.003 0.008
0.008 0.019 0.023
0.005 -0.010 0.001
-0.004 0.001 -0.024
0.006 -0.001 0.020
0.009 -0.004 -0.020
-0.052 0.007 -0.037
0.024 -0.025 0.020
-0.061 -0.001 -0.024
0.132 0.001 0.189
0.038 -0.001 0.018
-0.002 -0.017 0.001
-0.027 0.054 -0.009
0.012 -0.018 0.005
-0.002 -0.008 -0.002
-0.014 0.012 -0.043
-0.007 0.005 -0.011
-0.012 -0.003 0.018
-0.005 0.012 -0.008
0.006 0.002 -0.003
-0.033 -0.013 0.009
0.041 0.015 0.005
-0.004 -0.030 0.050
-0.045 -0.016 -0.043
0.009 -0.003 0.013
0.082 0.081 -0.033
0.002 -0.056 -0.035
0.068 -0.090 -0.073
-0.057 0.010 0.044
0.064 -0.059 -0.062
-0.004 0.021 0.058
0.029 0.028 0.052
-0.027 -0.012 -0.087
0.026 0.032 0.019
-0.026 0.003 0.042
-0.027 -0.020 0.163
0.005 -0.002 0.005
-0.004 0.002 0.001
-0.009 0.009 0.006
-0.032 0.002 -0.016
0.058 0.023 -0.014
0.028 0.015 0.018
-0.068 -0.029 0.040
0.068 0.004 0.002
-0.048 0.015 0.020
0.017 0.009 -0.017
-0.040 0.049 -0.088
0.011 -0.010 -0.024
0.049 0.001 0.011

For the highest occupied orbital energy, the calculation gives -2.80 eV. The strongest force on any atom comes out at 0.515 eV/Å. The net charge is -2. As for the energy relative to the best compared isomer or geometry (same formula, charge and spin): 13.6 kJ/mol. For the orbital gap, the calculation gives 6.14 eV. As for the multiplicity: 1. For the molar mass, the calculation gives 1235.4 g mol⁻¹. For the total energy, the calculation gives -115574.7241 eV.